Computed, not measured: a single CH3ClOSi molecule, with ωB97M-V with the def2-TZVPD basis set.

```
7
Properties=species:S:1:pos:R:3
Cl 2.48059 0.34665 0.47711
Si -0.56092 -0.53597 -0.46660
O -0.14137 1.20190 -0.37969
C 0.58548 0.39214 0.53636
H -0.85197 -1.00185 -1.87136
H 0.23621 0.78483 1.45399
H -1.74803 -1.18769 0.25018
```

Calculated values
- Energy relative to the best compared isomer or geometry (same formula, charge and spin): 51.4 kcal/mol
- LUMO: -0.19 eV
- Strongest force on any atom: 0.04565 Eh/bohr
- Kohn-Sham gap: 9.922 eV
- HOMO level: -0.37154 hartree

These are the natural (NBO) partial charges, in e, on atoms 1 to 5: -0.119 1.270 -0.768 -0.271 -0.136